DFT (wB97M-V/def2-TZVPD) results for 10 unconnected molecules or ions with the total composition C62H150N10O16 in a non-equilibrium geometry.

XYZ file:
```
238
Properties=species:S:1:pos:R:3:forces:R:3:lowdin_charge:R:1
C 0.99273 -3.12599 9.00237 -0.62 1.48 -0.24 -0.032
C 1.31298 -2.28758 7.68856 1.07 -1.60 -0.04 -0.471
C 2.69015 -1.61690 7.70787 0.31 -1.29 0.16 -0.037
C 1.36124 -3.41589 6.53759 0.06 1.92 -0.67 -0.103
C 1.37932 -2.81058 5.07768 -1.34 0.56 1.38 -0.163
C 0.12315 -1.90443 5.01215 0.36 -0.84 0.11 -0.156
C 0.04111 -0.74305 6.05252 -0.79 -1.03 -0.84 -0.438
C 1.01868 0.32356 5.54425 0.20 0.73 -0.24 -0.034
C -1.44935 -0.17318 5.96030 1.82 -0.18 -0.33 -0.024
N 0.28986 -1.28943 7.41321 -1.55 -0.80 -1.85 -0.125
O 0.16744 -0.23510 8.33717 0.40 -0.28 0.36 -0.002
H -0.05301 -3.43297 9.01884 -0.19 0.07 -0.38 0.072
H 1.54546 -4.04709 9.18724 0.54 0.31 -0.42 0.077
H 1.07810 -2.46294 9.86329 0.28 -0.06 0.16 0.069
H 2.90412 -1.40243 6.66082 0.20 0.91 0.29 0.066
H 2.79697 -0.82540 8.44963 -0.21 0.36 -0.48 0.087
H 3.45060 -2.35519 7.96232 0.06 -0.21 0.21 0.080
H 2.25670 -4.02746 6.64818 -0.11 -0.04 0.52 0.110
H 0.45937 -4.00610 6.69998 0.06 -0.23 -0.36 0.107
H 2.26678 -2.23495 4.81469 0.27 -0.22 0.25 0.093
H 1.21784 -3.57220 4.31481 0.31 -0.20 0.11 0.105
H -0.66181 -2.65282 5.12111 -0.64 0.37 0.29 0.111
H 0.02771 -1.52270 3.99566 -0.15 0.36 0.05 0.098
H 1.43340 0.00258 4.58869 0.48 -0.17 0.14 0.072
H 1.81648 0.61593 6.22699 -0.08 -0.30 0.04 0.069
H 0.53717 1.25627 5.25045 -0.41 0.12 0.34 0.062
H -1.63824 0.12704 4.92963 0.20 -0.14 -0.25 0.055
H -1.48222 0.77135 6.50333 -0.48 -0.29 0.50 0.078
H -2.18378 -0.94581 6.18780 -0.01 0.25 0.56 0.078
H -0.75415 -0.37638 8.56588 -0.08 0.42 0.54 0.100
C 2.20855 0.62023 0.15434 0.12 -0.77 -1.15 -0.019
C 1.26455 -0.64474 0.23126 -0.35 0.20 0.21 -0.398
C 1.96580 -1.85628 0.90401 -0.15 0.00 0.58 -0.036
C -0.02660 -0.24775 1.12257 0.72 0.52 -1.15 -0.106
C -1.03738 0.64539 0.38950 -0.17 -1.55 -0.91 -0.173
C -1.42554 -0.07221 -0.91403 1.15 0.44 -1.60 -0.101
C -0.22585 -0.48957 -1.89050 -0.96 -2.31 -0.82 -0.401
C -0.77037 -1.72830 -2.84690 0.10 2.09 0.83 -0.006
C 0.19784 0.64121 -2.84560 0.44 -0.28 0.09 -0.031
N 0.81156 -1.19324 -1.10614 -0.32 1.12 1.71 -0.107
O 1.94301 -1.59380 -1.86724 -0.33 1.24 0.22 -0.043
H 2.89254 0.80761 0.98207 -0.44 -0.32 0.47 0.063
H 2.88566 0.47889 -0.68807 0.08 -0.23 -0.18 0.076
H 1.70500 1.55338 -0.09817 -0.42 -0.02 0.26 0.053
H 2.86482 -2.30628 0.48285 0.23 0.88 -0.54 0.059
H 2.21400 -1.61516 1.93763 -0.03 0.09 0.18 0.070
H 1.31506 -2.73054 0.92143 -0.60 0.22 0.12 0.068
H -0.55496 -1.13915 1.46071 0.20 -0.03 0.16 0.092
H 0.27310 0.39893 1.94725 0.58 -0.62 0.53 0.102
H -1.97332 0.69210 0.94621 0.11 0.13 0.46 0.082
H -0.70334 1.67520 0.26288 0.20 -0.05 -0.29 0.084
H -2.06268 0.56782 -1.52436 -0.13 0.05 -0.04 0.095
H -2.02346 -0.96360 -0.72427 0.24 -0.03 0.29 0.085
H -1.23359 -2.51233 -2.24789 0.23 -0.04 0.16 0.068
H 0.04422 -2.12178 -3.45496 -0.07 0.08 0.14 0.050
H -1.53792 -1.33723 -3.51475 -0.10 0.05 -0.14 0.061
H 0.58005 1.51280 -2.31426 -0.36 0.27 0.01 0.064
H -0.60906 0.86489 -3.54345 -0.37 0.41 0.45 0.067
H 0.98885 0.36732 -3.54374 0.33 -0.51 0.33 0.077
H 1.74072 -2.52001 -2.01827 0.20 -0.85 -0.46 0.028
C -2.05182 4.20758 4.72289 0.13 0.16 -1.85 -0.073
O -1.78072 4.93108 3.50665 -0.40 -0.44 -0.19 -0.202
C -0.77995 4.30526 2.68357 -0.61 1.38 1.27 -0.195
C -0.59794 5.06963 1.38042 -1.89 -0.04 -0.91 -0.397
C -1.91560 5.03521 0.47787 1.43 0.61 0.71 -0.031
N 0.54175 4.50868 0.66190 -1.17 0.85 -0.27 0.062
H -2.26146 3.17405 4.44727 -0.22 -0.26 0.18 0.068
H -2.96890 4.65980 5.10046 0.46 -0.11 0.55 0.079
H -1.16535 4.19368 5.35699 -0.13 0.34 0.46 0.079
H 0.10621 4.40061 3.31105 0.69 -0.48 -0.40 0.112
H -1.02083 3.25956 2.49229 -0.10 -0.33 -0.04 0.117
H -0.37694 6.11270 1.60682 0.01 0.08 0.12 0.130
H -2.78881 5.47468 0.96000 -0.03 -0.54 0.44 0.067
H -2.06131 4.01100 0.13457 -0.31 -0.03 0.03 0.045
H -1.78141 5.68971 -0.38337 0.39 -0.23 -0.23 0.063
H 0.36346 3.51533 0.62204 0.57 -0.36 0.00 0.038
H 1.28538 4.74528 1.30310 0.98 -0.87 -0.06 0.012
C 4.64124 6.12901 -2.38708 0.43 -0.59 -0.80 -0.105
O 4.19752 4.97060 -3.11922 -0.97 -0.53 -0.01 -0.210
C 2.84592 4.43151 -2.84582 0.83 2.82 2.28 -0.144
C 1.75424 5.46872 -3.21606 0.73 -1.26 -1.32 -0.439
C 0.39202 4.82128 -3.03611 -0.43 0.24 0.92 -0.073
N 1.91595 5.74613 -4.63352 -0.39 0.28 -0.96 0.028
H 4.00518 7.01159 -2.45490 -0.12 -0.01 -0.52 0.077
H 5.61840 6.27028 -2.84893 -0.13 0.64 -0.12 0.089
H 4.89216 6.06477 -1.32830 -0.47 -1.00 0.39 0.062
H 2.62563 3.45692 -3.28143 0.65 0.16 -0.35 0.123
H 2.86775 4.37840 -1.75734 -0.46 -0.72 0.31 0.104
H 1.88935 6.43438 -2.72887 -0.21 -0.30 0.59 0.127
H 0.23540 3.96988 -3.69843 0.24 0.02 -0.25 0.071
H -0.43642 5.51321 -3.18782 0.13 0.15 -0.22 0.077
H 0.26808 4.44584 -2.02035 0.13 0.00 0.17 0.046
H 1.87703 4.84886 -5.09556 -0.25 -0.17 -0.40 0.066
H 2.84162 6.07572 -4.86716 0.24 0.23 0.33 0.064
C 5.34232 -3.98143 -0.42229 0.08 -1.55 -1.03 -0.114
O 6.73627 -4.14752 -0.09498 -1.30 1.23 0.46 -0.204
C 7.02868 -5.29629 0.72797 0.78 1.62 -1.24 -0.176
C 8.57439 -5.17849 1.01100 -2.22 -1.95 -0.53 -0.217
N 8.95026 -4.37063 2.13301 -0.37 0.60 -0.62 -0.053
C 10.37785 -4.41346 2.25256 0.39 -0.80 1.01 -0.242
C 10.83930 -3.81914 3.57667 0.24 0.13 -1.45 -0.245
O 10.27814 -4.54127 4.64141 -0.24 0.58 0.68 -0.184
C 10.61302 -4.02175 5.93753 -0.13 0.14 -0.55 -0.091
H 4.63555 -4.27971 0.35206 0.24 0.19 0.45 0.075
H 5.12481 -4.62604 -1.27391 -0.02 -0.97 -0.05 0.068
H 4.96772 -3.08895 -0.92357 1.07 1.04 0.89 0.081
H 6.74767 -6.13494 0.09095 0.47 -0.65 0.24 0.112
H 6.38887 -5.32742 1.60987 0.15 0.17 0.34 0.113
H 9.04735 -4.95308 0.05518 0.05 0.74 0.19 0.123
H 8.88092 -6.21015 1.18373 0.27 -0.55 0.14 0.106
H 8.53314 -4.77718 2.95813 0.02 0.07 0.23 0.112
H 10.84547 -3.99015 1.36361 0.06 0.54 0.24 0.127
H 10.74713 -5.43851 2.28413 0.02 -0.65 -0.18 0.112
H 10.54585 -2.77298 3.48985 0.03 0.34 0.86 0.126
H 11.92207 -3.94371 3.58996 0.28 0.41 0.22 0.121
H 10.36207 -4.81056 6.64669 0.40 0.14 0.02 0.089
H 10.09891 -3.10703 6.23264 -0.86 0.00 -0.36 0.080
H 11.63720 -3.65088 5.97765 0.52 -0.80 0.02 0.080
C -5.57740 4.31827 4.17687 0.79 1.88 1.45 -0.141
O -5.06098 3.08851 4.55879 0.51 -0.17 -0.03 -0.186
C -5.21287 2.21143 3.49410 -0.06 -2.00 0.08 -0.230
C -4.63322 0.81031 3.82446 -0.47 0.55 0.44 -0.163
N -4.83774 -0.14437 2.72112 0.74 1.46 -0.02 -0.045
C -4.99984 -1.49667 3.11783 0.16 -1.64 -0.20 -0.220
C -3.62285 -2.15738 3.37192 -0.34 -0.60 1.00 -0.192
O -2.68192 -2.07875 2.29028 -0.97 -0.52 0.83 -0.204
C -3.15708 -2.64352 1.06762 0.37 0.94 -0.43 -0.093
H -4.95483 4.87330 3.47512 -0.05 -0.55 -0.99 0.088
H -5.39034 4.96032 5.03762 -0.69 0.07 0.42 0.088
H -6.63620 4.33248 3.91832 -0.02 -0.23 -0.15 0.095
H -4.75019 2.57955 2.57839 -0.07 0.22 -0.21 0.117
H -6.29163 2.08932 3.39682 -0.19 -0.21 -0.82 0.123
H -5.12587 0.46201 4.73225 -0.21 -0.11 0.05 0.121
H -3.57930 0.87437 4.09509 0.18 0.28 -0.03 0.093
H -3.89825 -0.23875 2.36259 0.17 0.75 -1.09 0.070
H -5.44306 -2.05914 2.29608 -0.20 0.01 -0.25 0.103
H -5.72598 -1.61245 3.92246 0.35 -0.04 0.40 0.124
H -3.77552 -3.19065 3.68361 -0.10 -0.45 -0.39 0.119
H -3.14758 -1.74041 4.25981 0.25 0.49 -0.27 0.092
H -2.28248 -2.97380 0.50717 0.02 0.10 -0.01 0.087
H -3.62952 -1.80703 0.55266 -0.19 -0.25 -0.56 0.067
H -3.86426 -3.47290 1.07869 -0.03 -0.10 0.79 0.095
C -4.12025 -0.62926 -10.83751 0.56 1.02 0.04 -0.129
O -4.91072 -1.07794 -9.77289 -0.93 -1.41 -0.13 -0.211
C -5.42153 -2.41300 -9.96368 -0.06 -0.77 1.20 -0.198
C -6.25275 -2.94022 -8.78268 0.33 0.07 1.59 -0.192
N -5.43220 -3.37313 -7.58511 -0.01 1.46 -1.73 -0.047
C -4.84528 -2.17986 -6.96237 1.32 -1.07 2.37 -0.186
C -4.03054 -2.57042 -5.65722 -0.95 -0.97 -0.51 -0.205
O -4.94488 -2.98534 -4.66182 -1.28 -0.24 0.51 -0.222
C -4.37315 -3.56159 -3.48209 -0.82 1.23 -0.45 -0.085
H -3.46521 0.12068 -10.39410 -0.07 0.29 -0.14 0.086
H -4.70377 -0.15822 -11.62853 -0.23 0.01 -0.07 0.086
H -3.42808 -1.32075 -11.31798 -0.25 -0.76 0.25 0.085
H -4.56467 -3.08598 -9.99529 0.12 -0.14 -0.58 0.121
H -6.09488 -2.55274 -10.80936 0.37 0.51 -0.59 0.119
H -6.90706 -3.78641 -8.99229 0.48 -0.26 -0.83 0.111
H -7.00098 -2.19522 -8.51209 0.07 0.64 0.25 0.109
H -6.04931 -3.84629 -6.94058 0.02 0.14 0.27 0.096
H -5.60071 -1.46210 -6.64261 -0.18 0.25 0.02 0.104
H -4.11462 -1.64374 -7.56801 -0.33 -0.34 -0.52 0.107
H -3.37758 -1.75701 -5.34084 -0.06 0.29 0.18 0.107
H -3.45650 -3.49389 -5.73328 0.80 0.22 -1.18 0.102
H -5.17268 -3.94804 -2.85002 -0.28 0.14 -0.22 0.082
H -3.96557 -2.68211 -2.98360 0.87 -0.54 0.58 0.081
H -3.71358 -4.41082 -3.66058 0.53 0.30 -0.25 0.081
C -1.84704 -6.89509 -2.08317 -0.11 0.22 0.15 -0.103
O -0.93434 -5.90051 -1.70637 1.27 0.03 0.18 -0.184
C 0.39603 -6.40614 -1.62885 0.43 0.40 0.78 -0.230
C 1.31340 -5.23275 -1.49757 1.43 2.07 0.21 -0.191
N 1.38323 -4.28873 -2.63973 -1.14 -1.97 -0.16 -0.048
C 1.76003 -5.03725 -3.84389 0.86 0.94 -0.41 -0.180
C 1.59179 -4.11359 -5.06444 0.36 -1.66 0.53 -0.226
O 0.21392 -4.10333 -5.27864 -0.64 0.71 -0.67 -0.206
C -0.08942 -3.41292 -6.48324 -0.89 -0.02 0.64 -0.088
H -2.78335 -6.64588 -1.58388 -0.15 -0.21 -0.23 0.089
H -1.48179 -7.85933 -1.72969 -0.30 -0.26 -0.15 0.087
H -1.94730 -6.86125 -3.16802 -0.26 -0.39 -0.10 0.091
H 0.67952 -7.07890 -2.43825 -0.32 0.06 -0.30 0.117
H 0.59107 -6.95242 -0.70600 -0.56 -0.46 0.26 0.127
H 2.35958 -5.41456 -1.25152 0.01 -1.00 0.04 0.118
H 1.01536 -4.58018 -0.67694 -0.50 -0.31 0.32 0.111
H 0.38898 -4.26767 -2.81616 -0.68 1.34 -0.13 0.074
H 1.11515 -5.89988 -4.01160 -0.25 0.08 -0.21 0.108
H 2.74933 -5.48258 -3.73858 0.38 0.44 -0.05 0.122
H 2.09029 -4.62358 -5.88876 0.19 0.14 -0.46 0.118
H 1.96347 -3.09196 -4.98562 0.31 0.00 0.42 0.127
H 0.27160 -3.99551 -7.33079 -0.02 0.20 -0.23 0.092
H 0.27238 -2.38473 -6.48913 0.61 0.01 0.00 0.090
H -1.17130 -3.28095 -6.49759 -0.06 -0.42 -0.27 0.072
C 2.63309 3.56997 6.21223 -0.60 -1.54 0.02 -0.107
O 3.25139 3.87411 4.98545 -0.37 0.32 -0.90 -0.187
C 2.97385 2.89317 3.94127 1.21 -0.12 -0.16 -0.185
C 3.51191 3.49524 2.65112 -0.13 1.26 -0.19 -0.179
N 2.82237 4.77416 2.42080 1.20 1.07 0.82 -0.071
C 3.67166 5.79966 1.78092 -0.69 -1.03 -0.68 -0.192
C 2.90289 7.05146 1.48832 0.87 0.00 -0.71 -0.280
O 2.63317 7.74116 2.66987 -0.93 0.79 0.30 -0.172
C 1.84987 8.93578 2.40523 1.32 -1.12 -1.00 -0.065
H 3.04094 2.60114 6.50055 -0.36 -0.32 0.41 0.078
H 1.55312 3.50530 6.07962 -0.22 -0.33 -0.09 0.074
H 2.73056 4.20042 7.09606 0.89 0.84 -0.73 0.090
H 1.95186 2.53113 3.82928 -0.39 0.62 0.44 0.102
H 3.58219 2.00514 4.11281 0.02 -0.26 0.41 0.122
H 3.42292 2.95453 1.70889 -0.23 -0.77 0.42 0.107
H 4.57880 3.65719 2.80489 0.31 0.07 0.06 0.117
H 2.82373 5.19655 3.33824 -0.92 -0.18 0.64 0.095
H 4.04189 5.42103 0.82821 0.07 -0.11 -0.13 0.106
H 4.53538 6.07587 2.38575 0.20 -0.10 0.19 0.131
H 2.03739 6.93082 0.83684 -0.53 -0.47 0.30 0.113
H 3.61026 7.54001 0.81821 0.21 1.15 0.04 0.115
H 1.04848 8.67411 1.71427 -0.75 -0.08 0.59 0.076
H 2.47333 9.54046 1.74661 0.21 0.73 0.39 0.081
H 1.57418 9.42842 3.33764 -0.05 -0.22 -0.28 0.093
C -4.48990 1.30713 -0.31259 -0.45 0.31 -0.97 -0.083
O -4.37710 1.41503 -1.75915 0.43 -0.69 1.40 -0.212
C -4.19598 2.72880 -2.25042 -0.43 -0.35 -0.77 -0.207
C -3.75798 2.54743 -3.73733 -1.23 0.31 -0.27 -0.156
N -4.72409 1.85146 -4.64503 0.32 -0.59 0.12 -0.070
C -5.85858 2.65138 -5.12554 -0.57 -0.70 1.42 -0.207
C -6.87572 1.90832 -6.03664 1.13 1.81 -1.33 -0.174
O -6.60192 2.21510 -7.42441 0.32 -0.28 0.83 -0.218
C -5.29670 1.87409 -7.91856 -1.73 -0.15 -1.00 -0.096
H -3.70425 1.85230 0.21052 -0.01 0.42 -0.14 0.064
H -4.41548 0.28637 0.06236 0.01 -0.19 -0.73 0.058
H -5.48586 1.65188 -0.03452 0.04 0.27 0.31 0.090
H -3.52570 3.32558 -1.63181 0.75 -0.22 -0.15 0.099
H -5.12491 3.29155 -2.15838 -0.49 0.01 -0.30 0.112
H -2.81534 2.00114 -3.77041 0.00 0.07 0.07 0.093
H -3.65317 3.51483 -4.22850 0.51 0.24 0.32 0.109
H -5.20152 1.13611 -4.11545 0.54 -0.61 0.20 0.090
H -5.47921 3.59014 -5.52916 -0.41 -0.02 -0.29 0.120
H -6.43432 2.81492 -4.21457 -0.45 1.02 0.09 0.102
H -7.86883 2.34896 -5.94914 0.05 0.06 0.49 0.114
H -6.98994 0.84647 -5.81863 0.49 -0.29 -0.08 0.111
H -4.45910 2.50964 -7.63114 -0.07 -0.24 0.81 0.083
H -5.44687 2.08611 -8.97714 0.33 -0.26 -0.24 0.083
H -5.20586 0.79386 -7.80473 0.84 0.08 0.13 0.069
```
Forces are in eV/Å.

Kohn-Sham gap, eV: 8.41
HOMO, eV: -7.95
Energy relative to the best compared isomer or geometry (same formula, charge and spin), kcal per mole: 0.00
Max |F|, eV/Å: 3.72